Formula: C36H48Cl12N3O4PS2
Source: OMol25
Level of theory: ωB97M-V/def2-TZVPD

XYZ file:
```
106
Properties=species:S:1:pos:R:3:forces:R:3:lowdin_charge:R:1
C 6.7105 2.6437 -0.0686 -0.2 -0.8 0.3 -0.08
C 5.5611 2.3845 -1.0001 0.1 0.3 -0.1 -0.28
C 5.6999 2.5423 -2.3669 0.3 0.1 0.5 -0.09
C 4.6305 2.2618 -3.1818 -0.5 0.5 -0.9 -0.22
C 3.4204 1.8284 -2.6782 -0.1 0.2 0.5 -0.10
C 3.2578 1.6622 -1.3014 -0.5 -0.5 -1.0 -0.21
C 1.9070 1.2048 -0.7885 0.7 0.2 1.2 -0.12
C 1.7272 -0.1710 -0.1351 0.3 0.1 -0.5 -0.19
C 2.7343 -0.9905 0.3347 -0.3 -0.2 0.2 -0.02
C 2.3977 -2.1825 1.0038 1.8 0.2 -1.0 -0.30
P 3.7483 -3.1916 1.7327 -0.5 -0.4 1.9 0.89
C 3.7938 -4.8409 0.8773 0.2 1.2 -0.2 -0.25
O 5.1564 -2.4064 1.3742 -0.2 -0.1 -0.8 -0.34
C 1.0925 -2.5733 1.1728 0.1 -0.8 0.2 -0.17
C 0.7904 -3.8376 1.9481 -0.9 0.2 0.8 -0.23
N 0.0584 -3.5765 3.2043 0.4 -0.4 -0.1 0.03
C 0.0679 -1.7747 0.6734 0.0 -0.8 0.4 -0.17
C 0.4148 -0.6017 0.0552 -1.1 1.1 -0.5 -0.34
S -0.8365 0.5224 -0.5309 -0.2 0.0 0.3 1.13
C -2.2243 0.0018 0.4297 1.5 0.4 -0.9 -0.34
C -2.2661 -1.2450 1.0030 -0.3 -0.5 0.7 -0.22
C -3.3629 -1.5521 1.7791 0.0 -0.7 0.4 0.00
C -4.4009 -0.6834 2.0060 -0.7 0.2 -0.1 -0.23
C -5.5423 -1.0687 2.9102 0.3 0.5 0.6 -0.12
C -5.2676 -0.6966 4.4031 0.3 0.2 0.2 -0.39
C -3.7999 -0.8766 4.8108 0.1 -0.2 -0.4 -0.08
C -5.6696 0.7467 4.7422 0.1 -0.4 0.6 -0.10
C -4.3488 0.5570 1.3723 -0.6 0.5 -0.5 -0.42
S -5.6204 1.7981 1.5315 -0.3 0.4 0.6 0.87
C -3.2575 0.9008 0.5842 -0.6 0.3 0.4 -0.34
O -3.2009 2.1358 -0.0253 0.3 -0.6 -0.4 -0.14
C -3.8256 2.1062 -1.3153 -0.6 0.4 -0.6 -0.15
C -3.3252 3.2773 -2.1600 1.2 0.2 1.3 -0.37
C -1.8009 3.2207 -2.2797 -0.5 -0.1 -0.6 -0.07
O -3.6575 4.5018 -1.4945 -0.2 -0.1 -0.5 -0.03
N -1.2639 -2.2437 0.9037 0.0 0.6 -1.2 -0.01
C -1.6634 -3.4147 0.0854 0.5 0.2 0.0 -0.09
C -2.4075 -3.1312 -1.2189 -0.7 -0.8 -0.3 -0.32
O -1.8798 -2.0196 -1.9190 0.0 0.1 0.4 -0.03
C -3.9716 -3.0720 -1.0723 0.1 0.4 -0.5 -0.21
N -4.5842 -1.8306 -1.4935 -0.5 -0.2 0.5 0.03
C 4.3382 1.9601 -0.5047 0.0 -0.2 1.1 -0.01
H 7.6595 2.5652 -0.5915 0.1 0.4 0.0 0.06
H 6.6174 3.5657 0.5006 0.1 0.2 -0.2 0.09
H 6.7138 1.8275 0.6553 0.1 0.1 0.2 0.04
H 6.6542 2.8757 -2.7502 0.0 0.0 -0.2 0.12
H 4.7139 2.3847 -4.2542 0.1 0.1 -0.1 0.10
H 2.5842 1.6393 -3.3358 0.0 -0.1 -0.1 0.12
H 1.6572 1.8785 0.0423 -0.2 0.2 -0.2 0.12
H 1.1571 1.3793 -1.5554 0.1 -0.1 -0.2 0.07
H 3.7735 -0.7171 0.2234 0.1 0.0 -0.1 0.10
H 4.8339 -5.1559 0.9020 0.1 -0.1 -0.1 0.03
H 3.4132 -4.7918 -0.1360 0.0 -0.2 -0.3 0.03
H 3.1982 -5.5014 1.4971 0.0 -0.2 -0.1 0.02
H 5.5650 -2.2173 2.2227 0.1 0.1 0.0 0.03
H 0.1952 -4.5591 1.3937 0.1 0.0 -0.2 0.10
H 1.6916 -4.3571 2.2517 0.1 0.0 -0.1 0.05
H 0.7302 -3.2480 3.8847 -0.2 0.2 0.1 0.07
H -0.6610 -2.8827 3.0531 0.1 0.1 0.1 0.05
H -3.3890 -2.5305 2.2426 0.0 -0.1 0.0 0.13
H -5.7562 -2.1333 2.8380 0.1 -0.1 -0.1 0.12
H -6.4222 -0.5034 2.6186 -0.2 -0.2 -0.2 0.08
H -5.8400 -1.3714 5.0414 -0.3 -0.1 -0.2 0.12
H -3.2056 -0.0532 4.4119 0.1 0.0 0.0 0.08
H -3.3742 -1.7866 4.3892 0.0 -0.1 0.2 0.06
H -3.6573 -0.9116 5.8893 -0.1 0.1 0.1 0.08
H -4.8235 1.4083 4.5599 -0.2 0.3 -0.3 0.07
H -6.5711 1.0806 4.2396 0.0 0.1 -0.2 0.05
H -5.8593 0.8122 5.8161 0.0 0.0 0.1 0.08
H -6.4525 1.5764 0.4966 0.4 -0.4 -0.1 -0.11
H -3.6540 1.1540 -1.8254 0.3 0.0 0.0 0.13
H -4.9066 2.2106 -1.2071 -0.1 0.0 0.2 0.11
H -3.7689 3.2902 -3.1537 -0.3 -0.2 0.0 0.13
H -1.5183 2.2595 -2.7060 0.2 0.1 -0.2 0.07
H -1.4765 4.0385 -2.9221 0.2 -0.1 -0.1 0.07
H -1.3170 3.3099 -1.3106 -0.1 0.0 0.1 0.03
H -2.8835 4.7198 -0.9678 -0.1 0.2 0.3 0.05
H -0.7461 -3.9277 -0.1821 0.1 0.0 0.0 0.11
H -2.2270 -4.1152 0.7053 -0.2 0.0 -0.1 0.13
H -2.2309 -4.0042 -1.8548 0.1 -0.2 0.2 0.14
H -1.6188 -2.3253 -2.7877 0.1 0.1 -0.1 0.10
H -4.3942 -3.8493 -1.7083 0.0 -0.1 0.0 0.11
H -4.2853 -3.3108 -0.0556 0.2 0.0 0.1 0.09
H -4.7994 -1.8085 -2.4752 0.2 0.2 -0.1 0.07
H -4.0694 -1.0178 -1.1943 0.1 0.1 -0.2 0.03
H 4.2445 1.8430 0.5714 0.0 0.0 0.0 0.13
Cl 5.2784 -0.3409 -3.5773 0.2 -0.7 0.0 0.68
C 5.8476 -2.0064 -3.6566 0.1 0.1 -0.3 -1.54
Cl 5.3731 -2.8925 -2.2323 -0.1 -0.2 0.4 0.54
Cl 5.2505 -2.8091 -5.1188 0.0 0.0 0.0 0.52
H 6.9293 -1.9950 -3.7008 0.0 0.0 0.0 0.01
Cl 0.1957 3.5273 2.7424 0.0 0.0 0.0 0.54
C -0.9131 4.0666 1.4804 -0.1 -0.1 0.1 -1.56
Cl -2.3995 4.7082 2.1732 0.0 0.0 0.0 0.56
Cl -0.1379 5.2649 0.4356 0.0 0.0 0.0 0.54
H -1.1732 3.2067 0.8714 0.0 0.0 0.0 -0.04
Cl 9.6074 -1.5644 1.9399 0.0 0.0 0.0 0.53
C 9.3299 -1.5261 0.1963 -0.1 -0.1 0.0 -1.54
Cl 8.8353 -3.1153 -0.3911 0.0 0.0 0.0 0.52
Cl 8.1268 -0.3053 -0.2130 0.1 -0.1 -0.1 0.58
H 10.2601 -1.2624 -0.2887 0.0 0.0 0.0 0.01
Cl -2.0380 4.6964 -6.0298 0.0 0.0 0.1 0.52
C -3.0155 6.0265 -5.3996 -0.1 0.0 0.0 -1.56
Cl -2.7393 7.4995 -6.3289 0.0 0.0 0.0 0.53
Cl -4.7253 5.5956 -5.4023 0.0 0.0 0.0 0.53
H -2.7165 6.2103 -4.3755 0.0 0.0 0.0 0.01
```
Positions in Å, forces in eV/Å.

Calculated values
- DFT total energy: -231999.15204 eV
- Frontier orbital gap: 7.72 eV
- HOMO level: -0.277 Eh